ORCA calculation (ωB97M-V with the def2-TZVPD basis set) on a structure of composition C20H41Cu2O19V.

- 2S+1: 4
- LUMO energy (spin up / spin down): -12.75 / -12.76 eV
- Molecular weight: 763.57 g/mol
- Highest occupied orbital energy (spin up / spin down): -16.17 / -16.17 eV
- Charge: +3

Structure (XYZ):
```
83
C20H41Cu2O19V | the Open Molecules 2025 dataset | ωB97M-V with the def2-TZVPD basis set
V 1.14 -3.46 2.40
Cu -2.32 -2.99 3.64
Cu 0.15 -0.64 4.36
C -0.58 -1.46 -0.23
C -1.18 -1.41 1.20
O -0.31 -1.82 2.26
H -0.53 -2.49 -0.58
H 0.43 -1.07 -0.08
H -1.13 -0.86 -0.95
H -2.08 -2.04 1.17
H -1.47 -0.38 1.42
C -4.71 0.52 1.14
O -4.33 0.20 -0.18
C -4.52 -1.06 -0.62
O -5.21 -1.87 -0.05
O -3.89 -1.18 -1.75
C -4.07 -2.31 -2.61
H -4.62 1.59 1.30
H -4.14 -0.09 1.85
H -5.75 0.35 1.42
H -4.40 -3.19 -2.06
H -3.12 -2.44 -3.12
H -4.85 -2.08 -3.34
C 0.12 6.80 0.57
O -0.94 5.85 0.62
C -0.90 4.94 1.55
O -0.05 4.81 2.39
O -1.99 4.17 1.45
C -2.13 3.16 2.41
H 0.26 7.24 1.56
H -0.02 7.66 -0.08
H 1.06 6.30 0.32
H -1.66 2.21 2.11
H -3.19 2.98 2.51
H -1.60 3.41 3.34
C 2.74 -2.72 -1.63
O 3.61 -1.93 -0.82
C 3.48 -1.85 0.46
O 2.73 -2.55 1.16
O 4.18 -0.84 0.85
C 4.22 -0.53 2.24
H 1.82 -2.15 -1.76
H 2.51 -3.65 -1.12
H 3.18 -2.92 -2.60
H 3.20 -0.57 2.66
H 4.66 0.45 2.35
H 4.76 -1.30 2.79
C -2.27 2.05 -2.00
O -1.78 1.96 -3.30
C -0.44 1.90 -3.46
O 0.33 1.78 -2.54
O -0.21 1.98 -4.74
C 1.10 1.67 -5.21
H -1.96 1.21 -1.36
H -3.35 2.19 -2.01
H -1.85 2.87 -1.40
H 1.72 2.56 -5.06
H 1.05 1.58 -6.29
H 1.53 0.77 -4.78
C 1.36 1.97 0.63
O 2.74 1.89 0.88
C 3.31 2.95 1.47
O 2.74 3.75 2.13
O 4.63 2.83 1.33
C 5.33 4.07 1.44
H 0.72 2.14 1.50
H 0.97 1.02 0.27
H 1.14 2.69 -0.15
H 5.25 4.40 2.48
H 4.91 4.89 0.86
H 6.38 4.00 1.18
C -2.28 -4.96 0.66
O -1.41 -5.81 -0.06
C -0.13 -5.61 -0.09
O 0.49 -4.74 0.54
O 0.40 -6.41 -0.95
C 1.79 -6.56 -1.10
H -2.28 -5.34 1.69
H -3.28 -4.86 0.25
H -1.87 -3.93 0.66
H 2.12 -7.30 -1.83
H 2.30 -6.78 -0.16
H 2.23 -5.60 -1.36
```